Record 1
The following is a DFT calculation (ωB97M-V with the def2-TZVPD basis set) of 2 unconnected molecules or ions with the total composition C6H12N2O2 in a non-equilibrium geometry.

strongest force on any atom = 0.043 hartree/bohr
2S+1 = 1
SMILES = CN[C@]1(C#N)[C@H](O)[C@@H]1C.O
orbital gap = 9.9738 eV
E_HOMO = -9.5 eV
charge = 0

CARTESIAN COORDINATES (ANGSTROEM)
C 1.046 1.246 -1.894
N 1.045 0.629 -0.584
C -0.177 0.065 -0.139
C -0.712 -1.042 -0.932
N -1.259 -1.756 -1.678
C -1.217 0.994 0.526
O -0.924 2.335 0.660
C -0.458 0.035 1.369
C 0.592 0.495 2.348
H 2.038 1.671 -2.093
H 0.801 0.542 -2.712
H 0.313 2.065 -1.928
H 1.841 0.030 -0.383
H -2.265 0.764 0.316
H -1.268 2.820 -0.095
H -1.036 -0.831 1.696
H 1.145 1.363 1.973
H 0.113 0.774 3.297
H 1.308 -0.312 2.555
O -0.358 -4.257 -0.518
H -0.972 -3.961 -1.261
H 0.405 -3.668 -0.521

Cartesian forces (eV/Å) of the 6 atoms listed first:
C 0.1 -0.1 -0.4
N 0.2 0.1 0.5
C 0.2 -0.4 0.2
C -1.5 -0.4 -1.6
N 1.2 1.1 1.4
C -0.3 -0.4 -0.2

Record 2
The following is a DFT calculation (ωB97M-V with the def2-TZVPD basis set) of a molecular structure, C35H29F5InO12S3 in a non-equilibrium geometry.

strongest force on any atom = 0.041 hartree/bohr
2S+1 = 1
orbital gap = 6.5653 eV
E_HOMO = -6.1 eV
charge = -1

CARTESIAN COORDINATES (ANGSTROEM)
O -1.039 -0.696 -1.068
S -0.970 -0.762 0.372
O -0.328 -1.980 0.800
C -0.105 0.597 1.086
In 1.008 1.867 -0.381
O 2.593 0.770 -1.106
C -0.147 2.599 -2.133
C -1.677 2.437 -2.050
C -2.321 2.930 -0.754
C -2.156 4.448 -0.516
S -2.988 4.937 1.012
O -4.348 5.279 0.716
O -2.274 5.964 1.659
O -3.064 3.653 1.987
S 2.028 3.857 0.863
O 1.108 4.986 0.897
O 2.374 3.418 2.208
C 3.688 4.398 0.116
F 4.261 3.391 -0.537
F 4.490 4.809 1.093
C 3.519 5.562 -0.883
F 2.585 5.295 -1.776
F 3.222 6.664 -0.222
F 4.638 5.828 -1.558
H -2.211 -0.790 0.960
H 0.611 0.169 1.794
H -0.762 1.232 1.693
H 2.692 0.930 -2.053
H 0.171 3.628 -2.343
H 0.205 2.009 -2.991
H -2.109 3.055 -2.860
H -1.960 1.412 -2.301
H -3.404 2.749 -0.851
H -2.011 2.392 0.146
H -2.694 4.986 -1.301
H -1.100 4.734 -0.515
H -4.005 3.508 2.178
C -0.478 -3.994 -3.349
C -0.501 -2.631 -3.062
C 0.169 -1.741 -3.884
C 0.873 -2.206 -4.988
C 0.915 -3.578 -5.261
C 0.228 -4.467 -4.443
C 1.702 -4.100 -6.407
O 1.738 -5.291 -6.652
C 2.457 -3.133 -7.252
C 3.244 -3.606 -8.295
C 3.941 -2.717 -9.095
C 3.847 -1.348 -8.863
C 3.068 -0.872 -7.822
C 2.379 -1.761 -7.008
C 1.572 -1.236 -5.870
O 1.495 -0.041 -5.670
H -1.008 -4.689 -2.710
H -1.041 -2.254 -2.198
H 0.146 -0.682 -3.661
H 0.249 -5.527 -4.660
H 3.315 -4.670 -8.478
H 4.558 -3.088 -9.904
H 4.387 -0.653 -9.494
H 2.999 0.193 -7.639
C 1.658 -1.493 8.313
C 1.867 -0.653 7.223
C 0.874 -0.488 6.273
C -0.329 -1.171 6.402
C -0.531 -2.032 7.483
C 0.463 -2.180 8.443
C -1.793 -2.807 7.612
O -1.972 -3.553 8.554
C -2.831 -2.656 6.555
C -3.994 -3.414 6.627
C -4.973 -3.274 5.658
C -4.798 -2.368 4.616
C -3.640 -1.614 4.537
C -2.649 -1.762 5.500
C -1.393 -0.970 5.383
O -1.237 -0.183 4.475
H 2.433 -1.613 9.060
H 2.806 -0.126 7.117
H 1.035 0.169 5.428
H 0.304 -2.837 9.288
H -4.132 -4.117 7.438
H -5.875 -3.869 5.712
H -5.568 -2.254 3.862
H -3.503 -0.913 3.725

Cartesian forces (eV/Å) of the 6 atoms listed first:
O -1.1 1.4 0.1
S 1.9 -0.8 0.3
O -0.2 -0.3 0.8
C 0.0 0.5 0.3
In -0.2 -0.9 -1.4
O -0.2 0.2 0.1

Record 3
The following is a DFT calculation (ωB97M-V with the def2-TZVPD basis set) of 8 unconnected molecules or ions with the total composition H16O8.

strongest force on any atom = 0.019 hartree/bohr
2S+1 = 1
SMILES = O.O.O.O.O.O.O.O
orbital gap = 9.7569 eV
E_HOMO = -10.3 eV
charge = 0

CARTESIAN COORDINATES (ANGSTROEM)
O -2.983 -2.910 -1.196
H -2.272 -2.322 -1.450
H -2.741 -3.756 -1.572
O 0.782 3.248 -0.874
H 0.507 2.373 -0.600
H 1.738 3.208 -0.880
O 2.800 0.009 -0.366
H 2.973 0.187 -1.291
H 3.099 -0.891 -0.235
O -1.802 1.735 2.178
H -1.054 1.679 2.773
H -1.582 1.143 1.460
O -0.542 -1.659 -1.697
H -0.729 -1.009 -2.375
H -0.143 -2.390 -2.169
O 0.154 0.426 -0.037
H 1.051 0.094 -0.074
H -0.382 -0.291 -0.377
O 3.077 2.211 1.532
H 3.132 1.448 0.957
H 3.858 2.724 1.325
O -2.732 -1.709 1.954
H -2.556 -1.572 1.023
H -3.650 -1.975 1.989

Cartesian forces (eV/Å) of the 6 atoms listed first:
O -0.6 -0.1 0.2
H 0.4 0.1 0.0
H 0.0 -0.2 0.0
O 0.0 0.4 -0.4
H -0.3 -0.5 0.3
H 0.2 0.1 0.2

Record 4
The following is a DFT calculation (ωB97M-V with the def2-TZVPD basis set) of 2 unconnected molecules or ions with the total composition C5H11BrFO3P in a non-equilibrium geometry.

strongest force on any atom = 0.061 hartree/bohr
2S+1 = 1
orbital gap (alpha / beta) = 10.3941 / 5.0897 eV
E_HOMO (alpha / beta) = -10.5 / -8.8 eV
charge = 0

CARTESIAN COORDINATES (ANGSTROEM)
C -2.202 -2.007 -1.868
C 1.508 1.901 2.333
C -2.404 -1.119 -0.616
C 0.294 2.013 1.394
C 1.252 -0.580 -1.429
O -0.066 -1.066 0.997
O -1.437 0.072 -0.737
O 0.561 1.239 0.162
F 1.819 -1.744 -1.194
P -0.003 -0.178 -0.161
Br 5.750 0.171 -0.641
H -1.284 -2.721 -1.831
H -3.133 -2.618 -1.898
H -1.965 -1.401 -2.729
H 1.707 2.755 2.974
H 1.468 0.892 2.885
H 2.343 1.820 1.663
H -2.076 -1.500 0.389
H -3.394 -0.739 -0.584
H 0.103 3.154 1.265
H -0.687 1.503 1.646
H 1.844 0.153 -2.021

Cartesian forces (eV/Å) of the 6 atoms listed first:
C 0.9 -1.5 1.7
C -0.8 -2.4 0.1
C 3.1 0.3 0.1
C -1.6 0.2 0.2
C -0.8 1.0 0.3
O 0.4 -1.0 0.4

Record 5
The following is a DFT calculation (ωB97M-V with the def2-TZVPD basis set) of a single C19H17BrF3N3O3 molecule.

strongest force on any atom = 0.002 hartree/bohr
2S+1 = 1
SMILES = O=C(c1ccc(Br)c(C(F)(F)F)c1)N1CCC2(CC1)CCN2C(=O)c1cnoc1
orbital gap = 9.7026 eV
E_HOMO = -9.5 eV
charge = 0

CARTESIAN COORDINATES (ANGSTROEM)
O 1.757 2.097 2.117
C 0.675 1.611 1.834
C -0.581 2.385 2.125
C -0.587 3.749 1.872
C -1.700 4.512 2.181
C -2.805 3.919 2.771
Br -4.281 5.029 3.166
C -2.801 2.555 3.059
C -3.974 1.873 3.719
F -3.742 0.563 3.903
F -4.247 2.392 4.926
F -5.090 1.968 2.978
C -1.685 1.799 2.727
N 0.536 0.355 1.313
C -0.521 0.006 0.363
C -0.063 0.321 -1.061
C 1.298 -0.271 -1.432
C 2.316 -0.075 -0.310
C 1.765 -0.401 1.076
C 1.817 0.201 -2.817
C 1.774 -1.258 -3.310
N 1.249 -1.645 -2.004
C 0.834 -2.818 -1.490
O 0.391 -2.929 -0.353
C 0.895 -4.014 -2.364
C 0.298 -5.260 -2.012
N 0.475 -6.164 -2.922
O 1.210 -5.545 -3.925
C 1.442 -4.280 -3.577
H 0.292 4.210 1.442
H -1.714 5.573 1.976
H -1.673 0.743 2.957
H -0.731 -1.056 0.471
H -1.426 0.564 0.585
H -0.813 -0.010 -1.784
H 0.026 1.409 -1.161
H 3.207 -0.672 -0.520
H 2.616 0.977 -0.317
H 2.487 -0.131 1.841
H 1.520 -1.459 1.156
H 1.138 0.873 -3.338
H 2.812 0.640 -2.788
H 1.087 -1.453 -4.136
H 2.751 -1.688 -3.537
H -0.248 -5.490 -1.111
H 2.012 -3.707 -4.287

Cartesian forces (eV/Å) of the 6 atoms listed first:
O 0.0 0.0 0.0
C 0.0 0.0 0.0
C 0.0 0.0 0.0
C 0.0 0.0 0.0
C 0.0 0.0 0.0
C 0.0 0.0 0.0

Record 6
The following is a DFT calculation (ωB97M-V with the def2-TZVPD basis set) of 2 unconnected molecules or ions with the total composition C4H11N3O in a non-equilibrium geometry.

strongest force on any atom = 0.022 hartree/bohr
2S+1 = 1
SMILES = [H]/N=C(\N)OC.C=CN
orbital gap = 9.2708 eV
E_HOMO = -8.3 eV
charge = 0

CARTESIAN COORDINATES (ANGSTROEM)
H -0.023 0.185 -1.976
N -0.825 0.180 -1.357
C -0.658 0.895 -0.324
N 0.321 1.829 -0.075
O -1.611 0.911 0.664
C -2.835 0.270 0.357
H 0.202 2.363 0.772
H 1.278 1.546 -0.243
H -3.591 0.688 1.019
H -2.718 -0.805 0.507
H -3.198 0.431 -0.660
C 2.460 -0.242 0.588
C 1.851 -1.069 -0.272
N 0.932 -2.037 0.089
H 2.280 -0.289 1.650
H 3.262 0.395 0.258
H 2.122 -1.081 -1.321
H 0.293 -2.327 -0.636
H 0.457 -1.845 0.961

Cartesian forces (eV/Å) of the 6 atoms listed first:
H -0.1 0.4 -0.1
N 0.2 -0.7 0.2
C -0.8 0.5 0.0
N 0.0 0.2 0.2
O 0.6 0.6 -0.7
C -0.5 -0.4 0.0